[1]
ORCA calculation (ωB97M-V/def2-TZVPD) on 3 unconnected molecules or ions with the total composition C4H6O2 at a distorted geometry.

XYZ file:
```
12
Properties=species:S:1:pos:R:3:forces:R:3
O 0.1853 0.3030 -1.6285 0.0 0.1 0.1
C -0.7715 0.2011 -0.7033 -0.4 -0.1 0.1
C -1.9821 -0.1246 -0.4020 0.1 0.0 -0.2
C -1.1057 0.4004 0.7303 0.2 0.1 0.3
C 2.2347 0.8571 1.4298 0.1 0.2 -1.4
O 2.3236 1.0346 0.3088 -0.1 -0.2 1.5
H 0.9791 0.6640 -1.2090 -0.1 -0.1 -0.1
H 1.2913 -1.8515 -0.4845 0.0 0.0 0.0
H -2.9633 -0.4943 -0.6453 0.2 0.1 0.0
H -0.7248 -0.2938 1.4902 -0.1 0.1 -0.2
H -1.2720 1.4104 1.1246 0.0 -0.1 -0.1
H 1.8055 -2.1066 -0.0112 0.0 0.0 0.0
```
Forces are in eV/Å.

The net charge is 0. As for the calculated total energy: -8336.17075 eV. Its max |F| is 1.5 eV Å⁻¹. As for the relative energy (zero: lowest compared OMol25 entry of this formula, charge and spin): 414.0 kJ/mol.

=====

[2]
ORCA calculation (ωB97M-V/def2-TZVPD) on a gas-phase ion, C10H15N2 (charge +1) at a distorted geometry.

XYZ file:
```
27
Properties=species:S:1:pos:R:3:forces:R:3
C -0.3741 -0.6436 1.9354 0.2 1.9 -0.5
C -1.1165 2.0395 -2.6545 0.5 -0.6 0.8
C -1.7662 0.8152 -2.3870 0.6 0.5 -1.0
C 0.1798 2.3179 -2.1959 -0.8 -4.0 2.3
C -1.0922 -0.1462 -1.6781 -0.3 -2.0 1.3
C 0.8804 1.2921 -1.3115 -5.6 -0.5 -3.0
C 0.2027 0.0249 -1.0855 -0.3 3.7 -1.7
N 0.1425 0.6122 2.0194 -0.8 -1.9 0.7
N -0.0899 -1.3941 0.8741 -1.4 -1.0 0.0
C -1.1735 -1.1880 3.1181 2.8 0.0 -0.2
C 2.2607 -0.9422 0.0540 -0.4 1.3 1.3
C 0.7866 -1.1051 -0.3170 0.4 -0.3 0.1
H -1.7487 2.7183 -3.2023 0.5 0.6 -0.2
H -2.7145 0.6532 -2.9403 0.6 -0.2 1.0
H 0.5653 3.2620 -2.3911 1.1 1.4 -0.2
H -1.6302 -1.1472 -1.4862 0.9 1.5 -0.4
H 1.8154 1.4720 -0.9492 2.4 0.5 0.9
H 0.1315 1.1289 2.8918 -0.2 -0.2 -0.3
H 0.6516 1.0131 1.2593 0.2 0.1 -0.5
H -0.8186 -2.1108 0.6793 1.1 0.5 0.5
H -2.2117 -1.3288 3.1868 -1.6 0.5 -1.0
H -0.7703 -2.1957 3.1843 0.1 -0.1 0.7
H -0.8833 -0.5733 3.9780 0.0 -0.4 0.0
H 2.8335 -0.6160 -0.7724 0.2 0.6 -1.2
H 2.4417 -0.1818 0.8582 -0.3 -0.6 -0.6
H 2.7948 -1.8117 0.3420 -0.2 -1.2 0.6
H 0.7034 -1.9648 -1.0096 -0.1 0.0 0.8
```
Forces are in eV/Å.

The SMILES is C/C(N)=[NH+]/[C@H](C)c1ccccc1. The net charge is +1. As for the calculated total energy: -13586.79786 eV. Its max |F| is 6.3 eV Å⁻¹. As for the relative energy (zero: lowest compared OMol25 entry of this formula, charge and spin): 122.8 kJ/mol.

=====

[3]
ORCA calculation (ωB97M-V/def2-TZVPD) on a molecular structure, C4H3Cl2F at a distorted geometry.

XYZ file:
```
10
Properties=species:S:1:pos:R:3:forces:R:3
C -0.1726 -0.0165 -0.5189 -2.2 3.7 0.1
C -1.1620 1.6730 -0.0835 0.4 -1.3 -1.5
C -0.2172 -1.2604 0.1887 -0.9 -2.1 1.8
C 1.0846 -0.5195 0.0147 -0.4 0.6 0.0
F -0.4958 2.7698 -0.4719 0.3 -0.9 0.3
Cl 1.7636 0.3055 1.3538 0.2 0.6 1.1
Cl 2.3277 -1.2123 -0.9484 0.5 -0.4 -0.9
H -2.2635 1.8841 -0.3936 1.7 -1.3 0.5
H -0.6494 -1.4171 1.2560 0.7 0.5 -1.9
H -0.2154 -2.2066 -0.3968 -0.3 0.6 0.3
```
Forces are in eV/Å.

The net charge is 0. As for the calculated total energy: -31951.52296 eV. Its max |F| is 4.3 eV Å⁻¹. The expectation value of S² is 2.01. Its spin multiplicity is 3.

=====

[4]
ORCA calculation (ωB97M-V/def2-TZVPD) on 2 unconnected molecules or ions with the total composition C3HBrF2 at a distorted geometry.

XYZ file:
```
7
Properties=species:S:1:pos:R:3:forces:R:3
C -0.2155 -3.1753 -0.2944 -1.0 0.5 -0.2
C -0.3926 -2.1236 0.2686 0.0 -0.5 0.9
C -0.3603 -0.5402 -1.9688 2.8 0.1 2.2
F -0.5388 -1.1661 1.1195 0.3 -0.3 -0.7
F 0.8574 -1.0766 -2.2324 -2.0 0.6 -0.7
Br -1.5687 -0.7089 -3.2901 -0.7 -0.6 -1.7
H -0.4966 -3.9783 -0.9512 0.6 0.1 0.2
```
Forces are in eV/Å.

The net charge is 0. As for the calculated total energy: -78598.28200 eV. Its max |F| is 3.5 eV Å⁻¹. As for the relative energy (zero: lowest compared OMol25 entry of this formula, charge and spin): 383.0 kJ/mol.

=====

[5]
ORCA calculation (ωB97M-V/def2-TZVPD) on C3H7N3O in the gas phase.

XYZ file:
```
14
Properties=species:S:1:pos:R:3:forces:R:3
C 0.2240 0.0148 -1.9528 -0.2 0.0 0.0
N -0.7935 0.0821 -1.1750 0.3 0.0 -0.1
C -0.7354 0.4703 0.1445 0.1 0.0 0.2
N -1.8648 1.1945 0.6232 -0.1 -0.2 0.0
C 0.2138 0.1485 1.0825 0.0 -0.1 -0.2
O 0.2903 0.2783 2.3047 0.0 0.0 -0.2
N 1.3357 -0.8664 0.5554 0.1 -0.1 0.1
H 0.0909 -0.3646 -2.9653 0.0 0.1 0.2
H 1.1354 -1.2952 -0.3548 0.0 0.1 0.1
H 1.2214 0.3938 -1.6913 -0.1 0.0 0.0
H -2.0762 0.9251 1.5793 0.0 0.1 0.0
H -2.6611 0.9879 0.0304 0.1 0.1 0.0
H 2.2456 -0.4071 0.5153 -0.2 0.0 0.0
H 1.3739 -1.5622 1.3039 0.0 0.1 -0.1
```
Forces are in eV/Å.

The SMILES is C=N/C(N)=C(\[NH3+])[O-]. The net charge is 0. As for the calculated total energy: -9740.06167 eV. Its max |F| is 0.4 eV Å⁻¹. As for the relative energy (zero: lowest compared OMol25 entry of this formula, charge and spin): 286.7 kJ/mol.

=====

[6]
ORCA calculation (ωB97M-V/def2-TZVPD) on C5H10OS in the gas phase at a distorted geometry.

XYZ file:
```
17
Properties=species:S:1:pos:R:3:forces:R:3
C -0.8224 0.2386 0.8232 -0.6 0.7 1.2
C 0.3697 0.5863 -0.0538 -0.6 1.0 0.7
C 0.8910 -0.4608 -0.9472 -1.7 -1.7 0.4
C 1.4107 1.2536 0.8661 -0.9 -2.8 1.2
C 0.2759 -1.5872 -1.3429 0.6 1.2 0.9
O -2.9713 -1.4259 0.2182 0.2 1.0 0.5
S -2.5190 0.0091 0.0558 0.5 -1.6 -0.1
H -0.5946 -0.6031 1.4990 -0.2 -0.4 -0.9
H -0.9457 1.0057 1.6414 -0.2 -0.1 -1.2
H 0.2259 1.4218 -0.7276 -1.1 0.3 -0.5
H 1.8235 -0.1160 -1.2162 2.2 -0.1 -1.5
H 1.1334 2.2696 1.0508 0.3 0.5 0.3
H 2.3771 1.0487 0.4961 1.3 0.6 -0.7
H 1.3921 0.6143 1.7801 0.1 0.9 0.0
H -2.0382 -0.0662 -1.2207 0.3 0.7 0.1
H 0.6461 -2.3184 -2.0176 0.7 -0.2 -0.6
H -0.6543 -1.8704 -0.9048 -0.7 0.0 0.3
```
Forces are in eV/Å.

The net charge is 0. As for the calculated total energy: -18227.15062 eV. Its max |F| is 3.2 eV Å⁻¹. As for the relative energy (zero: lowest compared OMol25 entry of this formula, charge and spin): 265.2 kJ/mol.

=====

[7]
ORCA calculation (ωB97M-V/def2-TZVPD) on a molecular structure, C9H21CaFN3O3 at a distorted geometry.

XYZ file:
```
38
Properties=species:S:1:pos:R:3:forces:R:3
Ca 0.5928 2.3761 0.2688 -0.5 -2.8 -1.3
F -0.6824 0.6199 -0.2940 0.9 1.4 0.6
C 2.6911 -0.7673 3.1000 -0.8 0.6 -0.6
C 1.4359 0.0248 2.7541 -0.5 -0.6 0.2
O 1.3960 0.7854 1.7743 0.1 1.1 -0.1
N 0.3789 -0.1768 3.5564 0.6 -0.6 0.0
C -0.9406 0.3971 3.4871 -0.4 1.1 -0.6
H 2.4275 -1.8106 3.2574 0.2 0.0 0.2
H 3.1262 -0.3037 3.9827 0.2 -0.3 0.1
H 3.3538 -0.6857 2.2444 0.2 0.0 0.1
H 0.4843 -0.9432 4.2040 0.0 0.1 0.1
H -1.2377 0.8178 4.4459 0.0 -0.3 0.2
H -1.7044 -0.2704 3.0930 0.2 -0.3 0.2
H -0.9568 1.2535 2.8062 0.3 -0.2 0.0
C -4.1197 -1.1345 -0.1041 1.5 0.1 0.7
C -4.3152 -0.1228 -1.1952 -1.8 -0.1 -0.4
O -5.3620 -0.1179 -1.8384 0.6 0.3 0.1
N -3.2977 0.7455 -1.3861 -0.1 0.1 0.7
C -3.3015 1.6941 -2.4883 1.0 -0.8 -0.2
H -3.5691 -0.6629 0.7225 -0.1 -0.1 0.0
H -3.4368 -1.9019 -0.4841 -0.2 -0.1 0.0
H -5.0066 -1.5907 0.3125 -0.3 0.1 -0.4
H -2.4465 0.5273 -0.8730 0.1 0.4 -0.4
H -2.6502 1.2531 -3.2499 -0.5 0.2 -0.5
H -2.8203 2.6513 -2.2780 -0.3 0.0 0.6
H -4.3189 1.8352 -2.8294 0.0 0.0 -0.1
C 3.7790 0.6373 -2.5914 -0.6 0.0 -0.4
C 2.4285 0.6386 -1.9084 -0.3 -0.7 -0.7
O 1.7201 1.6620 -1.8126 0.2 1.0 1.2
N 1.9283 -0.5375 -1.5245 0.1 -0.1 0.7
C 2.6430 -1.7990 -1.4219 0.2 -0.2 -0.6
H 3.9395 1.5710 -3.1237 0.1 0.2 0.5
H 3.7643 -0.1059 -3.3915 0.1 -0.2 0.2
H 4.5683 0.3911 -1.8855 0.2 0.1 -0.1
H 1.0224 -0.4982 -1.0585 -0.1 0.3 -0.2
H 3.3109 -1.8637 -0.5622 -0.1 0.1 0.1
H 3.2513 -1.9743 -2.3083 0.0 0.1 0.0
H 1.9244 -2.6141 -1.4004 -0.1 0.1 0.2
```
Forces are in eV/Å.

The net charge is +1. As for the calculated total energy: -41441.17574 eV. Its max |F| is 3.2 eV Å⁻¹. As for the relative energy (zero: lowest compared OMol25 entry of this formula, charge and spin): 0.0 kJ/mol.

=====

[8]
ORCA calculation (ωB97M-V/def2-TZVPD) on a molecular structure, C23H17Br2N2O11PS.

XYZ file:
```
57
Properties=species:S:1:pos:R:3:forces:R:3
C 0.9096 4.2158 -2.9243 0.5 0.4 0.1
C 0.1459 5.4033 -2.4051 -0.3 -0.1 -0.1
Br 1.0767 7.0551 -2.4463 -0.1 -0.2 0.0
C -1.1129 5.3180 -1.9807 0.1 0.6 0.2
Br -2.0518 6.8635 -1.3328 0.1 -0.4 -0.1
C -1.8849 4.0597 -1.9074 -0.2 -0.1 -0.3
C -2.9328 3.7912 -2.7535 0.0 0.1 0.0
C -3.3278 4.6991 -3.8971 0.0 -0.6 0.3
C -2.7512 4.1841 -5.2118 -0.1 0.4 0.1
O -2.6303 4.8774 -6.1821 0.1 -0.1 -0.1
C -3.6779 2.5785 -2.6188 0.1 -0.1 0.0
C -3.4299 1.6220 -1.6764 -0.1 0.1 0.2
P -4.4929 0.1115 -1.6992 -0.2 -0.4 0.0
O -5.9625 0.8513 -1.7752 0.3 0.0 0.1
O -4.3860 -0.3874 -0.1399 0.0 0.5 -0.4
C -2.3348 1.8748 -0.7962 -0.3 -0.3 -0.1
N -1.9156 1.0819 0.2081 0.1 0.4 0.0
S -0.6766 1.8429 0.8844 -0.1 -0.1 0.0
N -0.5972 3.1617 -0.0081 -0.2 0.0 -0.2
C -1.5841 3.0740 -0.9232 0.5 0.3 0.5
H 0.7670 3.3509 -2.2833 -0.2 -0.1 -0.1
H 0.6414 3.9934 -3.9576 -0.1 -0.1 0.0
H 1.9731 4.4518 -2.9186 0.0 -0.1 0.0
H -3.0608 5.7382 -3.7392 0.1 0.1 -0.1
H -4.4158 4.6408 -4.0020 0.0 0.1 -0.1
H -2.4639 3.1140 -5.2218 0.0 0.0 0.0
H -4.4904 2.4080 -3.3187 0.0 0.1 0.0
H -6.0784 1.4972 -1.0636 -0.1 0.0 -0.1
H -4.0803 0.3255 0.4381 0.1 -0.3 0.2
C 1.8051 -2.6748 4.9141 0.1 0.0 0.1
C 0.8722 -2.2770 4.0402 0.0 -0.2 0.1
C 0.5748 -0.8206 3.7973 0.1 0.3 0.1
O -0.2795 -0.5577 2.9701 -0.1 -0.1 -0.1
C 1.3126 0.1737 4.5527 -0.1 0.0 -0.1
C 2.2457 -0.2235 5.4293 0.0 0.3 0.0
C 2.5589 -1.6799 5.6576 -0.1 -0.3 -0.1
O 3.4318 -1.9442 6.4615 0.0 0.1 0.1
O 2.9657 0.6173 6.1592 0.0 -0.1 0.0
O 0.1518 -3.1253 3.3141 0.1 0.2 0.0
H 2.0290 -3.7171 5.0923 0.0 0.0 0.0
H 1.0827 1.2158 4.3811 0.0 0.0 0.0
H 3.5640 0.0650 6.6997 0.0 0.0 0.0
H -0.4352 -2.5818 2.7514 0.0 0.0 -0.1
C 4.2419 -5.4929 0.8136 0.1 -0.1 0.0
C 3.1653 -4.7467 1.0940 0.2 0.0 0.2
C 1.9142 -4.8014 0.2529 -0.1 -0.1 -0.3
O 0.9813 -4.0936 0.5832 0.1 0.1 0.1
C 1.8935 -5.6841 -0.8995 -0.1 0.1 0.1
C 2.9707 -6.4299 -1.1786 -0.2 0.0 -0.2
C 4.2141 -6.3869 -0.3299 0.1 0.2 0.3
O 5.1372 -7.1102 -0.6544 0.0 -0.1 -0.1
O 3.0363 -7.2605 -2.2120 0.1 0.0 0.1
O 3.1130 -3.9063 2.1232 -0.2 0.0 -0.2
H 5.1428 -5.4612 1.4098 0.0 0.0 0.0
H 0.9971 -5.7084 -1.5028 0.0 0.0 0.0
H 3.9215 -7.6720 -2.1729 0.0 0.0 0.0
H 2.2165 -3.5140 2.1048 0.0 -0.1 0.0
```
Forces are in eV/Å.

The net charge is 0. As for the calculated total energy: -209837.86279 eV. Its max |F| is 0.7 eV Å⁻¹.